(1)
{
  "formula": "C5H11O",
  "method": "ωB97M-V/def2-TZVPD",
  "species": ["C", "C", "C", "C", "C", "O", "H", "H", "H", "H", "H", "H", "H", "H", "H", "H", "H"],
  "coordinates": [[-0.3963, 0.5851, -1.2598], [0.3051, -0.1843, -0.2442], [0.1966, -1.6279, 0.0626], [2.4178, 0.8070, 0.3322], [-1.9811, 0.4231, 0.6450], [-0.6887, 0.7947, 0.1436], [0.0621, 1.4454, -1.7325], [-1.1994, 0.1285, -1.8318], [-0.5382, -1.8181, 0.8449], [1.1494, -2.0151, 0.4192], [-0.0738, -2.1905, -0.8300], [3.0345, -0.0192, 0.0355], [2.2325, 0.9497, 1.3768], [2.3918, 1.6661, -0.3106], [-1.8943, 0.3295, 1.7277], [-2.6700, 1.2358, 0.4079], [-2.3481, -0.5097, 0.2134]],
  "forces_ev_per_angstrom": [[1.043, -0.141, -1.078], [-2.275, -1.772, -1.619], [0.132, 0.248, 0.339], [2.255, 1.051, 0.486], [-1.447, -0.096, 0.839], [-0.098, 0.703, 0.960], [0.012, 0.152, 0.171], [-0.070, -0.098, 0.155], [0.023, 0.000, 0.066], [0.157, 0.001, 0.068], [0.002, 0.046, -0.098], [0.015, -0.328, -0.142], [-0.248, -0.012, 0.370], [-0.148, 0.201, -0.206], [0.112, 0.010, -0.155], [0.250, -0.036, -0.040], [0.286, 0.070, -0.118]],
  "lumo_ev": [-2.8519, -6.2843],
  "multiplicity": 3,
  "total_charge": 1,
  "de_lowest_kcal_mol": 26.24,
  "e_tot_ev": -7396.43254
}


(2)
{
  "formula": "C2H8N3O2",
  "method": "ωB97M-V/def2-TZVPD",
  "species": ["C", "O", "N", "N", "N", "O", "C", "H", "H", "H", "H", "H", "H", "H", "H"],
  "coordinates": [[2.4517, 0.8563, 0.2324], [1.1054, 0.2602, -0.0070], [0.1308, 1.1578, -0.2048], [-1.1196, 0.5972, -0.4645], [-2.0550, 1.3715, -0.8123], [-1.3898, -0.7607, -0.6165], [-1.4100, -1.6231, 0.5103], [2.4104, 1.3194, 1.2177], [2.7136, 1.5249, -0.5747], [3.0137, -0.0437, 0.2484], [-3.0274, 1.0022, -0.8800], [-1.8033, 2.2871, -0.8619], [-2.1625, -1.3311, 1.1783], [-0.4212, -1.5848, 1.0097], [-1.5994, -2.6148, 0.0619]],
  "forces_ev_per_angstrom": [[-1.669, 0.206, 0.388], [-1.497, -0.061, -0.532], [-3.479, -1.679, -0.566], [7.512, -2.536, 2.432], [-4.177, -1.370, -0.885], [0.067, 2.067, -1.878], [2.079, -0.664, 0.475], [0.212, 0.146, -0.205], [0.028, 0.100, -0.077], [0.814, -0.484, -0.026], [1.390, 0.480, 0.202], [0.420, 3.235, -0.320], [-1.208, 0.260, 0.952], [-0.595, -0.305, -0.244], [0.102, 0.606, 0.285]],
  "lumo_ev": [-5.1605, -5.0619],
  "total_charge": 1,
  "de_lowest_kcal_mol": 186.43,
  "e_tot_ev": -10755.57865,
  "smiles": "CO/N=[N+](/N)OC"
}


(3)
{
  "formula": "C37H43F3N4O5SScSe",
  "method": "ωB97M-V/def2-TZVPD",
  "species": ["Sc", "C", "C", "N", "C", "C", "S", "C", "C", "N", "H", "H", "H", "H", "H", "H", "H", "H", "H", "H", "H", "H", "H", "H", "O", "C", "O", "C", "C", "C", "N", "C", "C", "C", "O", "O", "H", "H", "H", "O", "C", "C", "C", "C", "C", "C", "N", "H", "H", "H", "H", "H", "H", "H", "H", "H", "H", "H", "C", "C", "C", "C", "C", "C", "Se", "C", "C", "C", "H", "H", "H", "H", "H", "H", "H", "H", "H", "H", "H", "F", "C", "F", "F", "C", "C", "C", "C", "C", "C", "C", "C", "H", "H", "H", "H"],
  "coordinates": [[0.0007, -0.3966, -0.1813], [-2.9589, 1.3793, 0.1343], [-2.5054, 1.9153, -1.2278], [-1.2252, 1.3388, -1.6610], [-0.3630, 2.3097, -2.3367], [0.0452, 3.4991, -1.4642], [0.5870, 3.1477, 0.2284], [-0.9244, 3.4313, 1.1983], [-1.4457, 2.1825, 1.8945], [-1.8150, 1.0874, 0.9989], [-3.6360, 2.1087, 0.6025], [-3.5062, 0.4499, -0.0118], [-3.2915, 1.7249, -1.9672], [-2.3963, 2.9980, -1.1882], [-1.4073, 0.5676, -2.2948], [0.5287, 1.7818, -2.6723], [-0.8504, 2.7203, -3.2356], [0.8870, 3.9922, -1.9525], [-0.7444, 4.2504, -1.4132], [-0.6933, 4.1648, 1.9736], [-1.6886, 3.8862, 0.5699], [-0.6825, 1.7979, 2.5722], [-2.3134, 2.4860, 2.5048], [-2.0146, 0.2811, 1.5852], [3.7922, -0.8650, -6.3382], [2.5535, -0.8321, -6.3644], [1.7617, -0.8609, -7.3189], [1.8715, -0.7929, -4.9577], [0.5194, -1.0784, -4.8068], [-0.0550, -1.0351, -3.5483], [0.6330, -0.6783, -2.4544], [1.9388, -0.4155, -2.6007], [2.5962, -0.4834, -3.8133], [2.6295, -0.0857, -1.2969], [3.8098, -0.3423, -1.1154], [1.8198, 0.4065, -0.4194], [-0.0585, -1.3253, -5.6870], [-1.0945, -1.2978, -3.3982], [3.6593, -0.3058, -3.8888], [1.1094, -2.2470, -0.1986], [2.2470, -2.5573, 0.2341], [3.0970, -3.5311, -0.5494], [3.4074, -4.8511, 0.1895], [3.2090, -4.8064, 1.7017], [4.1133, -3.8174, 2.4318], [4.0683, -2.4030, 1.8386], [2.7588, -2.0493, 1.3415], [4.0141, -2.9987, -0.8052], [2.5713, -3.7182, -1.4852], [4.4355, -5.1439, -0.0367], [2.7677, -5.6374, -0.2158], [3.3660, -5.8057, 2.1137], [2.1668, -4.5577, 1.9154], [5.1490, -4.1638, 2.4024], [3.8219, -3.7871, 3.4842], [4.7895, -2.2922, 1.0249], [4.3414, -1.6621, 2.5914], [2.1679, -1.3919, 1.8451], [-3.2167, -4.6358, -6.0234], [-2.9868, -4.0045, -4.6831], [-3.9124, -3.1382, -4.1224], [-3.7014, -2.5366, -2.8897], [-4.7508, -1.5978, -2.3749], [-2.5213, -2.8034, -2.1728], [-2.2222, -1.9279, -0.4818], [-1.5930, -3.6980, -2.7162], [-0.3117, -4.0520, -2.0211], [-1.8383, -4.2720, -3.9551], [-4.1188, -4.2437, -6.4910], [-3.3275, -5.7181, -5.9381], [-2.3807, -4.4449, -6.6965], [-4.8233, -2.9121, -4.6641], [-5.6189, -1.5990, -3.0331], [-4.3677, -0.5794, -2.3161], [-5.0671, -1.8642, -1.3663], [-0.2763, -3.6492, -1.0101], [0.5422, -3.6470, -2.5688], [-0.1941, -5.1356, -1.9829], [-1.0923, -4.9444, -4.3655], [2.1079, -1.5299, 9.3017], [0.8173, -1.3334, 8.9415], [0.1141, -2.3675, 9.4442], [0.4092, -0.2252, 9.6059], [0.6653, -1.1866, 7.4630], [-0.1377, -2.0528, 6.7329], [-0.2567, -1.8889, 5.3664], [0.4242, -0.8571, 4.7098], [1.2299, 0.0069, 5.4606], [1.3489, -0.1566, 6.8239], [0.3007, -0.6987, 3.3012], [0.1801, -0.6049, 2.0883], [-0.6687, -2.8532, 7.2280], [-0.8792, -2.5572, 4.7880], [1.7609, 0.8027, 4.9569], [1.9750, 0.5162, 7.3948]],
  "forces_ev_per_angstrom": [[-0.693, 0.521, -0.160], [0.020, -0.028, -0.010], [-0.060, -0.005, -0.052], [0.038, -0.145, 0.133], [0.066, 0.020, -0.136], [-0.015, 0.064, -0.088], [-0.127, -0.002, 0.106], [0.022, -0.004, 0.049], [-0.033, 0.002, 0.119], [0.046, -0.159, 0.034], [0.018, -0.034, -0.015], [0.033, 0.031, -0.007], [0.026, -0.019, 0.030], [0.009, -0.027, 0.024], [-0.035, 0.111, -0.041], [-0.025, 0.019, 0.033], [0.045, -0.029, 0.052], [0.001, -0.031, 0.001], [0.010, -0.009, 0.040], [0.040, -0.016, -0.029], [0.018, 0.006, -0.075], [-0.003, 0.015, -0.027], [0.065, -0.028, -0.027], [-0.131, 0.070, -0.035], [0.213, 0.127, 0.149], [-0.091, -0.262, 0.187], [-0.271, 0.065, -0.112], [0.047, 0.046, -0.222], [0.032, 0.045, 0.012], [0.197, 0.159, 0.000], [-0.150, -0.107, -0.279], [0.189, -0.131, -0.011], [0.009, -0.070, 0.055], [0.515, -0.233, -0.253], [-0.198, 0.169, -0.127], [0.124, 0.233, 0.269], [-0.023, -0.019, 0.000], [-0.035, 0.060, -0.024], [0.029, 0.027, 0.028], [0.681, 0.169, 0.532], [-0.167, -0.198, -0.455], [-0.116, 0.078, -0.003], [0.022, -0.042, -0.054], [-0.024, -0.024, 0.037], [0.037, -0.001, 0.036], [0.193, 0.089, 0.032], [-0.299, 0.078, 0.057], [0.012, 0.034, -0.018], [0.048, -0.004, 0.077], [0.010, -0.026, 0.005], [-0.008, 0.020, 0.016], [0.031, -0.003, 0.002], [-0.039, 0.004, 0.005], [0.040, -0.023, 0.004], [-0.021, 0.015, 0.010], [-0.038, -0.022, 0.043], [-0.010, -0.048, -0.048], [0.031, -0.007, -0.003], [-0.026, -0.039, -0.124], [0.066, 0.005, 0.086], [0.071, -0.056, -0.064], [0.084, 0.042, 0.174], [-0.067, 0.044, 0.104], [-0.134, 0.074, -0.056], [-0.230, -0.099, -0.016], [0.070, -0.110, 0.169], [-0.048, -0.051, 0.149], [-0.083, -0.058, -0.143], [-0.036, 0.007, -0.021], [0.002, -0.038, 0.004], [0.035, 0.001, -0.022], [-0.056, 0.009, -0.034], [-0.038, 0.002, -0.016], [0.053, 0.134, 0.030], [-0.002, -0.020, 0.026], [-0.054, -0.201, -0.255], [0.009, 0.037, -0.005], [0.014, -0.102, -0.030], [0.027, -0.031, -0.031], [-0.140, 0.039, -0.025], [0.023, -0.019, 0.238], [0.074, 0.127, -0.076], [0.063, -0.137, -0.067], [-0.024, -0.016, -0.058], [0.062, 0.054, 0.110], [0.049, 0.101, -0.093], [-0.027, -0.101, 0.227], [-0.020, -0.027, -0.047], [-0.022, -0.066, 0.114], [-0.074, -0.021, -0.399], [0.062, -0.019, 0.251], [0.008, -0.001, 0.042], [0.001, -0.002, -0.030], [0.000, 0.016, -0.027], [0.006, -0.003, 0.047]],
  "lumo_ev": 1.9300,
  "total_charge": -1,
  "de_lowest_kcal_mol": 8.09,
  "e_tot_ev": -160307.15130
}


(4)
{
  "formula": "C9H31N7O7",
  "method": "ωB97M-V/def2-TZVPD",
  "species": ["C", "O", "C", "C", "N", "C", "C", "O", "C", "H", "H", "H", "H", "H", "H", "H", "H", "H", "H", "H", "H", "H", "H", "H", "N", "C", "N", "O", "H", "H", "H", "H", "N", "C", "N", "O", "H", "H", "H", "H", "N", "C", "N", "O", "H", "H", "H", "H", "O", "H", "H", "O", "H", "H"],
  "coordinates": [[4.8780, 32.4006, -11.1987], [4.2695, 31.0614, -11.1214], [3.7401, 30.5526, -12.2213], [4.7180, 29.5790, -12.9420], [5.8154, 30.3137, -13.4860], [6.8318, 29.5493, -14.2082], [7.7185, 30.5282, -15.0881], [8.0869, 31.7488, -14.5018], [9.1573, 32.4359, -15.1585], [5.6074, 32.4850, -12.0042], [5.2329, 32.5297, -10.1762], [4.2379, 33.2817, -11.2442], [3.4987, 31.2771, -12.9991], [2.7786, 30.0989, -11.9808], [4.1937, 28.9668, -13.6758], [5.3214, 28.9234, -12.3143], [6.3611, 30.8060, -12.7932], [6.2920, 28.7277, -14.6790], [7.5075, 29.1616, -13.4458], [7.1895, 30.7035, -16.0249], [8.6899, 30.0705, -15.2754], [10.0900, 31.8719, -15.1645], [9.2976, 33.4237, -14.7195], [8.9823, 32.6521, -16.2125], [22.7506, 34.1637, -22.5081], [23.2763, 32.9778, -22.3162], [24.6003, 32.9438, -22.3215], [22.6043, 32.1807, -21.8409], [23.0805, 34.9177, -23.0935], [21.8056, 34.1655, -22.1516], [25.1899, 32.1395, -22.1616], [25.0322, 33.7986, -22.6424], [13.7704, 27.1631, -16.4464], [14.8737, 27.7722, -16.6595], [15.8293, 27.0938, -16.1831], [14.9599, 28.8932, -17.1007], [13.8797, 26.2295, -16.0769], [12.9685, 27.6409, -16.8322], [16.7731, 27.4513, -16.1456], [15.8842, 26.1479, -16.5330], [17.3803, 32.1178, -20.1715], [16.9071, 33.3027, -20.1458], [15.7124, 33.3058, -19.6604], [17.4614, 34.2729, -20.6262], [18.3099, 31.9022, -20.5023], [16.7415, 31.4314, -19.7961], [15.1728, 34.1595, -19.6487], [15.3365, 32.4682, -19.2394], [17.4878, 39.3812, -20.5735], [18.3033, 39.7993, -20.8498], [17.6672, 38.4428, -20.6326], [12.4612, 37.1390, -18.9959], [11.5174, 37.0429, -19.1238], [12.5638, 37.2661, -18.0528]],
  "forces_ev_per_angstrom": [[-0.374, -0.935, 1.101], [1.680, 3.318, 2.666], [-0.670, -1.959, -3.333], [0.487, -0.240, 1.142], [0.761, 1.965, -2.305], [0.385, 1.775, 1.108], [-0.063, -1.203, -0.596], [-0.200, 1.016, 0.802], [-0.416, -0.209, -0.280], [0.167, -0.132, 0.310], [0.935, -0.192, -0.288], [-1.044, -0.452, -0.685], [0.021, 0.487, -0.065], [0.015, -0.526, 0.070], [0.067, 0.227, -0.319], [-1.385, -1.000, 1.215], [-0.631, 0.147, 0.358], [0.651, 0.124, -0.788], [0.290, -0.730, -0.039], [0.011, 0.107, -0.252], [-0.139, -0.844, -0.487], [0.123, -0.188, 0.449], [-0.073, -0.323, 0.486], [-0.594, -0.235, -0.273], [-1.814, 3.837, -1.283], [3.035, 2.596, 0.282], [3.315, 0.574, -1.235], [-4.340, -6.832, 2.532], [-0.063, -0.299, 0.198], [0.026, 0.491, -0.505], [-0.614, 0.090, -0.122], [0.417, -0.473, 0.151], [-4.539, -1.741, -0.218], [-0.910, 4.630, -1.285], [7.379, -4.442, 2.031], [0.101, 1.879, -0.893], [-1.263, 0.280, -0.054], [-0.345, -0.903, 0.224], [-0.321, 0.568, -0.261], [-0.093, -0.224, 0.410], [2.212, -5.141, 0.173], [1.401, 3.262, -1.999], [-4.845, 0.914, 2.107], [0.658, 1.293, -0.175], [-0.380, 0.027, 0.161], [1.070, -0.624, -0.315], [0.170, -0.277, 0.075], [-0.255, 0.571, -0.003], [-0.161, 0.172, 0.064], [0.177, 0.127, -0.060], [-0.027, -0.333, 0.001], [0.155, -0.074, -0.148], [-0.238, -0.015, -0.087], [0.089, 0.066, 0.237]],
  "lumo_ev": 0.3891,
  "total_charge": 0,
  "de_lowest_kcal_mol": 114.63,
  "e_tot_ev": -34596.39040,
  "smiles": "COCCNCCOC.NC(N)=O.NC(N)=O.NC(N)=O.O.O"
}